P.
Density functional theory data (wB97M-V/def2-TZVPD) for a 3-piece molecular cluster, C3H10NO2 overall.

```
! wB97M-V def2-TZVPD RIJCOSX def2/J DEFGRID3
* xyz 2 2
C 1.53784 -1.10806 0.68768
C 1.13514 -1.76335 -0.48497
C 0.76863 1.15374 0.52979
N 0.96279 0.07235 1.21555
H 2.39050 -1.51167 1.24019
H 1.82586 -2.50705 -0.87916
H 0.22719 -1.48602 -1.02211
H 0.10520 1.88412 0.98656
H 1.29115 1.18335 -0.42192
H 0.58787 -0.00920 2.17306
H -1.10551 -0.21879 -2.66029
H -0.97698 1.25229 -2.61661
O -0.64861 0.45350 -2.16873
H -2.78699 0.09695 1.07921
H -2.97405 1.56257 1.35153
O -2.34001 0.94526 0.99021
*
```

Kohn-Sham gap (spin up / spin down)   7.534 / 4.072 eV
LUMO energy (spin up / spin down)   -11.21 / -14.64 eV
⟨S²⟩   0.75
M   92.12 u

***

Q.
Density functional theory data (wB97M-V/def2-TZVPD) for a 2-piece molecular cluster, C3H10NO2 overall.

```
! wB97M-V def2-TZVPD RIJCOSX def2/J DEFGRID3
* xyz 2 2
O 1.07747 2.10929 0.00441
C -0.02921 1.96722 -0.41487
C -0.92277 0.78047 0.15170
C -1.82520 0.33018 -0.97205
N 0.10261 -0.28160 0.52414
H -0.39939 2.38042 -1.39108
H -1.38970 1.29655 0.99631
H -1.35516 0.54930 -1.94823
H -2.68990 1.00851 -1.06543
H -2.21489 -0.69367 -0.97566
H 0.69042 -0.30408 -0.32687
H -0.30301 -1.16141 0.89920
H 0.71638 0.08776 1.26487
H 1.11150 -4.17757 1.09456
H 2.24183 -3.26667 0.58752
O 1.29621 -3.46000 0.45676
*
```

Kohn-Sham gap (spin up / spin down)   6.825 / 3.100 eV
LUMO energy (spin up / spin down)   -11.42 / -15.12 eV
⟨S²⟩   0.76
M   92.12 u

***

Ranked by calculated energy, most stable first: Q, P.

***

P.
Density functional theory data (wB97M-V/def2-TZVPD) for the molecule HIP2S.

```
! wB97M-V def2-TZVPD RIJCOSX def2/J DEFGRID3
* xyz 0 1
P -0.25792 0.18514 -0.21538
P -0.11596 -1.81826 0.44426
S -1.46232 0.27738 -1.71431
I 0.66060 2.86724 0.31869
H 1.17560 -1.51150 1.16674
*
```

Kohn-Sham gap (spin up / spin down)   5.717 / 5.712 eV
LUMO energy (spin up / spin down)   -3.13 / -3.13 eV
M   221.93 u

***

Q.
Density functional theory data (wB97M-V/def2-TZVPD) for the molecule HIP2S.

```
! wB97M-V def2-TZVPD RIJCOSX def2/J DEFGRID3
* xyz 0 1
P 0.05455 -1.22631 0.05199
P 2.05687 -2.18652 -0.80425
S 1.83499 -1.63599 1.18085
I 1.24394 -4.48172 -1.28560
H -0.16213 0.13330 -0.04437
*
```

SMILES string   IP1#S#[PH]1
Kohn-Sham gap   8.659 eV
LUMO energy   -0.46 eV
M   221.93 u

***

Ranked by calculated energy, most stable first: Q, P.

***

P.
Density functional theory data (wB97M-V/def2-TZVPD) for an isolated ion of composition C4H13N4O and charge +1.

```
! wB97M-V def2-TZVPD RIJCOSX def2/J DEFGRID3
* xyz 1 1
C -0.36671 1.91107 -0.34252
C -0.17848 -0.89119 0.26813
C -1.46256 -0.24684 -0.25930
C 1.19754 -0.31433 -0.15458
N -1.40905 1.13428 0.14551
N -0.25085 -2.25656 -0.27340
N 2.35912 -0.83674 0.26645
N 1.05812 1.32908 0.26554
O -2.65265 -0.82389 0.27484
H -0.14517 1.75456 -1.33036
H -0.32971 2.84958 0.08814
H -0.35673 -1.07435 1.28508
H -1.31784 -0.22235 -1.42538
H 1.13135 -0.09849 -1.15386
H -1.52956 1.24506 1.13940
H -1.20468 -2.52006 -0.46158
H 0.24691 -2.32599 -1.15607
H 3.27599 -0.70579 -0.20300
H 2.45113 -1.04635 1.22834
H 1.73921 1.95124 -0.15485
H 0.93226 1.38398 1.24915
H -3.18764 -0.19592 0.70435
*
```

SMILES string   N[C@H]1[C@H](N)[NH2+]CN[C@@H]1O
Kohn-Sham gap   9.652 eV
LUMO energy   -3.10 eV
M   133.18 u

***

Q.
Density functional theory data (wB97M-V/def2-TZVPD) for a 2-piece molecular cluster, C4H13N4O overall.

```
! wB97M-V def2-TZVPD RIJCOSX def2/J DEFGRID3
* xyz 1 1
C 2.42340 2.29729 0.19903
C 2.19494 0.97197 0.75448
O 1.20955 0.75250 1.47604
N 2.98971 -0.03023 0.32937
H 3.49786 2.46818 0.25338
H 1.94738 3.11638 0.77400
H 2.91764 -0.94430 0.78254
H 3.64181 0.02843 -0.43720
H 1.97023 2.19283 -0.81058
C -1.49167 -1.10597 -2.42485
C -1.86800 -0.68257 -0.01494
N -2.67997 -0.75281 1.04554
N -2.31161 -0.70607 -1.25743
N -0.53694 -0.76358 0.21553
H -3.67907 -0.82429 0.92248
H -2.46266 -0.42592 1.97058
H -3.30186 -0.53176 -1.34025
H 0.17922 -0.74579 -0.49328
H -0.14536 -0.32412 1.06179
H -1.01387 -0.29838 -2.96802
H -2.08934 -1.74649 -3.11230
H -0.79314 -1.87024 -2.01687
*
```

Kohn-Sham gap   10.689 eV
LUMO energy   -2.69 eV
M   133.18 u

***

Ranked by calculated energy, most stable first: Q, P.

***

P.
Density functional theory data (wB97M-V/def2-TZVPD) for a 9-piece molecular cluster, C27H54O27 overall.

```
! wB97M-V def2-TZVPD RIJCOSX def2/J DEFGRID3
* xyz 0 1
C -5.87598 -5.23739 -26.07103
O -6.67242 -6.42341 -26.19564
C -7.90405 -6.55918 -25.74069
O -8.48130 -5.68356 -25.15110
O -8.38620 -7.74286 -26.03249
C -7.72943 -8.63921 -26.93168
H -5.67764 -5.12651 -25.00442
H -6.39366 -4.37570 -26.48523
H -4.93771 -5.50229 -26.54959
H -6.68115 -8.87538 -26.73200
H -7.65764 -8.12938 -27.89470
H -8.34768 -9.52579 -26.84820
C -9.24058 -13.08808 -27.05119
O -8.55139 -13.80844 -28.06948
C -9.15907 -14.88905 -28.57129
O -10.30404 -15.16690 -28.36213
O -8.28963 -15.48205 -29.37993
C -8.86242 -16.58992 -30.06750
H -10.26780 -12.95127 -27.39627
H -8.84574 -12.09310 -26.90277
H -9.17802 -13.67465 -26.13646
H -8.20255 -16.90432 -30.86866
H -9.82742 -16.35545 -30.52418
H -9.13522 -17.42081 -29.41520
C -8.45674 -3.16382 -29.89751
O -7.68205 -2.47786 -28.89564
C -6.36936 -2.56613 -29.00073
O -5.78061 -3.03733 -29.93841
O -5.84109 -2.10813 -27.87598
C -4.43312 -1.97148 -27.75752
H -9.51365 -3.14764 -29.65593
H -8.14573 -4.17733 -30.13886
H -8.28875 -2.51879 -30.76334
H -4.06259 -0.95035 -27.83727
H -3.93693 -2.50328 -28.57278
H -4.14784 -2.44091 -26.82025
C -2.24393 -7.41321 -25.15313
O -1.02041 -6.82101 -24.72071
C -0.05967 -6.70673 -25.61252
O -0.02549 -7.12853 -26.74275
O 0.88745 -5.94643 -25.04845
C 2.06655 -5.68576 -25.79557
H -2.22315 -8.49546 -25.05231
H -2.52801 -7.07322 -26.14680
H -3.04415 -7.03886 -24.51473
H 1.96486 -4.77753 -26.39272
H 2.33133 -6.51473 -26.44725
H 2.85532 -5.48096 -25.07459
C -0.22750 -2.65888 -25.22489
O -0.45638 -2.98726 -26.58085
C -1.52973 -3.73923 -26.79560
O -2.39900 -4.00326 -26.00466
O -1.51869 -4.10717 -28.08681
C -2.46443 -5.10747 -28.47307
H -1.05820 -2.12052 -24.75867
H 0.56169 -1.90911 -25.16611
H 0.00008 -3.51409 -24.59103
H -2.23408 -6.12129 -28.16266
H -2.42962 -4.98727 -29.55814
H -3.48089 -4.77561 -28.25611
C -6.01133 -6.24367 -29.44047
O -4.95074 -7.02500 -28.91710
C -4.36193 -7.90631 -29.69925
O -4.65549 -8.20068 -30.82912
O -3.31029 -8.41867 -29.06294
C -2.56122 -9.43186 -29.70791
H -6.43758 -5.59061 -28.68586
H -6.83327 -6.84661 -29.83180
H -5.68636 -5.60953 -30.26436
H -3.18700 -10.25282 -30.06315
H -1.92620 -9.84619 -28.92942
H -1.93579 -9.18182 -30.56386
C -5.91300 1.78991 -23.57224
O -6.94144 0.80233 -23.58300
C -6.76329 -0.36336 -24.18433
O -5.70601 -0.86768 -24.43583
O -7.97242 -0.84210 -24.43038
C -8.10531 -2.13007 -24.97872
H -5.99442 2.27242 -22.60427
H -5.95981 2.53225 -24.37019
H -4.98338 1.23979 -23.73976
H -7.51535 -2.83119 -24.38089
H -7.74617 -2.21144 -26.00700
H -9.11591 -2.53071 -24.97158
C -8.52937 -10.46946 -30.28167
O -7.27607 -10.73890 -30.86174
C -7.10852 -11.43628 -31.96535
O -7.96851 -11.90601 -32.67023
O -5.77611 -11.61054 -32.01622
C -5.11707 -12.10624 -33.14723
H -9.03572 -11.37433 -29.93763
H -9.20476 -10.05387 -31.03459
H -8.43302 -9.76265 -29.46526
H -4.97281 -13.19303 -33.17730
H -4.08307 -11.78597 -32.96179
H -5.39871 -11.77145 -34.14448
C -4.87037 -11.75737 -28.44924
O -5.97387 -11.92791 -27.53166
C -5.83895 -11.47778 -26.29106
O -4.95799 -10.82287 -25.80697
O -6.96314 -11.83028 -25.66687
C -7.08232 -11.65686 -24.26049
H -3.97637 -12.26365 -28.08739
H -4.79384 -10.68619 -28.62025
H -5.25910 -12.34749 -29.27724
H -6.45269 -12.27498 -23.62060
H -8.11420 -11.95801 -24.08573
H -6.93116 -10.61685 -23.97254
*
```

SMILES string   COC(=O)OC.COC(=O)OC.COC(=O)OC.COC(=O)OC.COC(=O)OC.COC(=O)OC.COC(=O)OC.COC(=O)OC.COC(=O)OC
Kohn-Sham gap   11.195 eV
LUMO energy   0.49 eV
M   810.70 u

***

Q.
Density functional theory data (wB97M-V/def2-TZVPD) for a 9-piece molecular cluster, C27H54O27 overall.

```
! wB97M-V def2-TZVPD RIJCOSX def2/J DEFGRID3
* xyz 0 1
C -6.28204 -1.18663 5.86380
O -4.90350 -1.42254 5.58485
C -4.30113 -0.51563 4.82687
O -4.78564 0.44493 4.30124
O -3.00867 -0.84942 4.73729
C -2.09676 0.07136 4.14721
H -6.38461 -0.28844 6.47487
H -6.65154 -2.08005 6.35424
H -6.89529 -1.00101 4.98004
H -1.22665 0.10572 4.79950
H -2.46858 1.09205 4.07542
H -1.88725 -0.32884 3.15759
C 3.64381 -3.32636 -6.34609
O 2.62150 -2.64227 -7.03818
C 1.51983 -2.30236 -6.36417
O 1.24547 -2.71670 -5.26920
O 0.86182 -1.43937 -7.11547
C -0.53568 -1.33042 -6.87548
H 4.60496 -3.02244 -6.75407
H 3.52160 -4.39669 -6.51735
H 3.68528 -3.16226 -5.27031
H -0.96983 -0.79306 -7.71277
H -0.83055 -0.90184 -5.91956
H -0.98716 -2.32911 -6.91889
C 0.00552 3.50335 -2.27508
O 1.31233 2.98504 -2.42158
C 1.53491 1.96758 -3.22103
O 0.75387 1.49913 -3.99292
O 2.78309 1.56625 -3.06106
C 3.16731 0.46489 -3.87006
H -0.38933 3.82062 -3.23871
H 0.07211 4.29197 -1.53210
H -0.68141 2.75903 -1.85747
H 4.25317 0.41783 -3.97248
H 2.84254 0.69686 -4.88738
H 2.88820 -0.53120 -3.53147
C -0.79890 1.83980 1.06521
O -1.08374 0.76417 0.14551
C -0.09034 0.27563 -0.60455
O 1.07949 0.50196 -0.48526
O -0.68506 -0.47822 -1.49296
C -0.03644 -1.15839 -2.55984
H -0.11556 1.46805 1.82411
H -1.79553 2.10600 1.40912
H -0.39649 2.70357 0.53601
H 1.02817 -0.96857 -2.67493
H -0.53041 -0.91495 -3.49447
H -0.14773 -2.22238 -2.34204
C 1.20480 6.24834 3.71872
O 2.43165 6.36845 2.97388
C 2.97020 5.35956 2.29378
O 4.14167 5.31149 2.06835
O 2.06672 4.42910 1.98874
C 2.59550 3.22531 1.44105
H 0.35508 5.81666 3.19684
H 0.88502 7.27614 3.89655
H 1.51933 5.78978 4.65437
H 3.47348 2.84613 1.95125
H 2.85041 3.26170 0.37888
H 1.79249 2.50013 1.53063
C 8.44026 1.81499 1.01608
O 7.51137 1.51025 -0.01042
C 6.46704 0.76941 0.33623
O 6.23118 0.32062 1.41367
O 5.76665 0.52999 -0.76053
C 4.57857 -0.24824 -0.67388
H 9.24873 2.38632 0.56386
H 8.90429 0.90409 1.41984
H 8.09712 2.33857 1.90973
H 4.79823 -1.18736 -0.16257
H 4.17122 -0.38883 -1.66127
H 3.84753 0.25200 -0.04445
C -0.20851 -5.38406 -3.51727
O 0.66951 -6.10584 -2.66122
C 0.47451 -5.95971 -1.36017
O -0.18051 -5.11506 -0.80817
O 1.34538 -6.74842 -0.73274
C 1.30671 -6.71015 0.68327
H -0.36710 -4.34759 -3.22053
H -1.16568 -5.90464 -3.52544
H 0.19131 -5.29890 -4.52310
H 1.41971 -5.69854 1.07400
H 2.21673 -7.20000 1.02454
H 0.40967 -7.20902 1.03385
C -7.53750 -3.96319 1.66423
O -6.54091 -3.72391 0.69372
C -5.30295 -3.54558 1.12948
O -4.85820 -3.76682 2.21008
O -4.59127 -3.07038 0.11552
C -3.21294 -2.84963 0.29405
H -7.60345 -3.24059 2.47822
H -7.40826 -4.95614 2.09896
H -8.51387 -3.94969 1.18477
H -2.63156 -3.76912 0.41673
H -3.07585 -2.30397 1.23075
H -2.71489 -2.33337 -0.52029
C -2.29958 3.79072 5.21487
O -1.82793 4.50201 4.06110
C -2.45425 4.30714 2.91397
O -3.45661 3.70702 2.72172
O -1.74677 4.94059 1.98980
C -2.39418 5.11994 0.73658
H -3.35391 3.53638 5.15799
H -2.06945 4.46339 6.03597
H -1.71564 2.88372 5.36744
H -2.53059 4.14126 0.27208
H -1.72663 5.67853 0.08883
H -3.35222 5.61236 0.87117
*
```

SMILES string   COC(=O)OC.COC(=O)OC.COC(=O)OC.COC(=O)OC.COC(=O)OC.COC(=O)OC.COC(=O)OC.COC(=O)OC.COC(=O)OC
Kohn-Sham gap   10.989 eV
LUMO energy   0.46 eV
M   810.70 u

***

Ranked by calculated energy, most stable first: Q, P.